No. 1
52
Properties=species:S:1:pos:R:3:forces:R:3 method="wB97M-V/def2-TZVPD" orbital_gap_ev=10.004 homo_energy_ev=-12.3 e_above_lowest_kcal_mol=17.3 charge=+1
N 1.035778 -0.664489 0.113699 0.016 -0.585 1.142
H 0.307768 -0.770719 0.805669 -0.637 -0.558 -0.264
H 1.718398 -0.113529 0.614279 0.359 0.875 -0.512
H 0.693998 -0.264729 -0.748551 -0.247 0.848 -0.961
H 1.589428 -1.489639 -0.067121 -0.252 -0.682 -0.052
C -0.103662 3.216061 -1.226751 1.060 -0.478 -0.524
C -0.706522 1.831431 -1.581921 -1.747 1.452 1.112
C -1.902342 1.904991 -2.591761 1.281 0.332 0.767
O -1.306262 2.346001 -3.801801 0.017 0.005 0.213
C -2.224832 2.790821 -4.751651 -1.353 0.616 -0.421
N 0.337568 0.945291 -2.051771 0.209 0.341 -0.866
H -0.707422 4.002221 -0.773391 -0.552 -0.195 -0.662
H 0.476658 3.518761 -2.098361 -0.384 0.795 -0.169
H 0.676808 3.091131 -0.476181 0.120 -0.496 0.221
H -1.065072 1.551291 -0.591431 -0.486 -0.929 -0.101
H -2.661432 2.568471 -2.177401 0.030 0.542 -0.233
H -2.426872 0.959281 -2.728141 0.250 -0.442 -0.064
H -2.945192 2.030351 -5.053111 0.188 -0.485 -0.140
H -1.784042 3.232731 -5.645241 0.608 -0.436 0.194
H -2.864422 3.585741 -4.368081 0.029 0.277 0.442
H 0.051548 0.682981 -2.984231 -0.278 -0.794 -0.246
H 1.060128 1.586421 -2.346641 0.877 -0.024 0.307
C 1.445758 1.702711 2.565669 -1.222 0.220 0.661
C 2.815298 1.115391 2.508239 -0.696 0.438 -0.695
O 3.031258 0.578671 1.205199 1.431 0.557 0.517
O 0.384018 0.719771 2.502339 0.760 0.411 0.293
H 1.169018 2.434411 1.806639 0.621 -0.222 -0.399
H 1.421068 2.289771 3.483739 -0.388 -0.151 0.400
H 2.949168 0.300261 3.219389 0.042 0.280 0.445
H 3.499358 1.952001 2.650529 0.251 -0.178 0.400
H 3.984408 0.683791 1.159979 0.192 -0.499 -1.004
H 0.472868 0.204921 3.307729 -0.250 -0.209 0.205
C -1.849532 -1.731149 2.410149 0.863 2.162 0.980
C -2.617342 -0.581929 3.172459 -0.125 -0.600 -0.666
O -4.011332 -0.722029 2.922889 0.094 -0.376 -0.085
O -1.677072 -1.394559 1.037609 -1.319 -0.863 -0.003
H -2.418762 -2.645389 2.578209 0.225 -0.266 -0.188
H -0.801142 -1.835189 2.689679 -0.185 -0.257 1.037
H -2.420632 0.418061 2.785919 0.685 -0.223 0.010
H -2.451192 -0.611679 4.249309 0.348 -0.052 0.108
H -4.240542 -1.578099 3.291959 -0.526 -0.066 0.071
H -2.536152 -1.690759 0.728009 -0.101 0.472 -1.189
C 0.947838 -3.899039 -0.480781 -1.558 0.020 -1.453
C 2.462688 -3.769449 -0.558451 -0.562 -0.910 0.439
O 2.869698 -2.667219 0.225719 0.388 0.163 0.186
O 0.367128 -3.047809 -1.472811 0.534 1.008 -1.128
H 0.370408 -3.572989 0.384299 1.132 -0.467 1.099
H 0.591778 -4.889129 -0.765471 0.605 -0.469 0.465
H 2.803498 -3.677579 -1.589711 -0.383 0.214 -0.199
H 2.927598 -4.685269 -0.193441 -0.095 -0.105 0.278
H 3.824168 -2.705759 0.321059 0.103 0.177 0.041
H -0.563352 -3.235609 -1.616151 0.027 -0.187 0.195

***

No. 2
57
Properties=species:S:1:pos:R:3:forces:R:3 method="wB97M-V/def2-TZVPD" orbital_gap_ev=5.374 homo_energy_ev=-10.3 e_above_lowest_kcal_mol=0.0 charge=+1
O -3.547446 0.007963 -3.042315 0.059 -0.131 0.033
N -4.162451 -0.605679 -2.320765 -0.426 2.048 0.379
O -4.134090 -2.080906 -2.661411 0.727 -1.600 -0.185
P -2.781023 -2.844950 -2.327675 -0.235 -0.252 0.243
H -3.089526 -3.864315 -1.433305 0.121 -0.052 -0.001
H -1.807465 -2.030494 -1.728994 -0.064 -0.009 -0.047
H -2.307424 -3.406576 -3.510668 0.166 -0.053 0.046
C -0.195244 -0.921152 1.802675 -0.114 -0.134 0.170
S 0.166949 -1.661385 0.220120 0.167 0.163 0.164
O -0.747157 -2.865801 0.073745 -0.327 0.052 -0.412
C 1.778881 -2.280328 0.646705 0.104 -0.396 0.158
H -1.196776 -0.499123 1.763296 0.013 0.058 -0.051
H -0.143765 -1.682634 2.581127 0.073 -0.072 -0.067
H 0.520233 -0.124375 1.998248 -0.059 0.087 -0.071
H 1.696895 -2.946674 1.506692 -0.111 0.119 0.087
H 2.429200 -1.440768 0.879749 -0.014 0.056 -0.067
H 2.181107 -2.818733 -0.204507 -0.028 0.110 -0.107
C -0.354827 3.901279 -0.012622 0.148 0.020 -0.200
S -0.903441 3.248707 1.566294 0.029 0.154 0.000
O 0.105669 2.240270 2.000458 -0.010 -0.086 -0.087
C -2.311837 2.331647 0.934186 -0.121 -0.200 -0.052
H 0.557714 4.469615 0.158130 0.039 -0.082 0.122
H -0.147119 3.076375 -0.696531 0.036 -0.067 0.083
H -1.122811 4.555610 -0.423423 0.106 -0.126 0.129
H -1.969256 1.609754 0.188590 0.094 0.012 0.025
H -3.020785 3.028666 0.496017 0.034 0.071 -0.003
H -2.773387 1.808793 1.770810 0.080 0.008 0.054
C 3.473165 -2.371591 -4.177931 -0.052 0.047 -0.092
S 4.245916 -1.986614 -2.601236 0.139 -0.047 0.002
O 3.237617 -1.256256 -1.783949 -0.090 0.032 -0.164
C 5.388776 -0.762126 -3.245545 0.038 0.075 -0.060
H 2.686435 -3.100874 -3.997240 0.023 -0.027 0.055
H 3.045678 -1.465434 -4.607077 0.017 0.034 0.040
H 4.216784 -2.797285 -4.850767 0.011 -0.022 0.014
H 4.832240 0.035893 -3.735983 -0.052 -0.012 0.021
H 6.071293 -1.239445 -3.948104 0.009 -0.028 0.018
H 5.952302 -0.356311 -2.408894 -0.020 -0.036 0.049
C 1.047967 -5.006994 5.026711 -0.023 -0.086 -0.061
S 2.235391 -3.715974 5.419274 -0.001 0.008 0.166
O 2.329965 -2.830779 4.227665 -0.072 -0.044 -0.220
C 3.682314 -4.779801 5.401787 0.059 -0.085 -0.039
H 0.065601 -4.546881 4.947227 0.010 0.054 0.025
H 1.314034 -5.473829 4.078292 0.039 0.031 -0.011
H 1.040687 -5.746864 5.826545 -0.004 0.015 0.023
H 3.771941 -5.261325 4.428268 -0.037 0.029 -0.026
H 3.591090 -5.526839 6.189811 -0.010 0.018 0.025
H 4.556499 -4.160228 5.586868 -0.026 0.057 0.014
C -3.711536 7.525731 -0.866196 0.079 0.062 -0.011
S -4.225036 5.808847 -0.801384 -0.148 0.103 0.055
O -3.031007 5.012944 -0.377324 -0.383 0.245 -0.232
C -4.397671 5.588944 -2.574642 0.072 -0.007 -0.095
H -3.507905 7.854099 0.150249 -0.023 -0.047 0.033
H -2.809205 7.615866 -1.470204 0.009 -0.051 -0.007
H -4.516233 8.125293 -1.289959 -0.031 -0.014 0.017
H -3.450073 5.808360 -3.065944 0.027 0.012 0.041
H -5.180424 6.250156 -2.944312 -0.024 -0.002 0.024
H -4.677425 4.554532 -2.760631 -0.022 -0.016 0.054

***

No. 3
58
Properties=species:S:1:pos:R:3:forces:R:3 method="wB97M-V/def2-TZVPD" orbital_gap_ev=10.404 homo_energy_ev=-8.1 e_above_lowest_kcal_mol=85.5 charge=-1
P -1.279514 0.822686 -0.448625 -1.563 1.607 0.115
F -1.062814 0.556986 1.180795 0.591 -0.084 -1.491
F -2.254654 2.083486 -0.064255 -0.198 0.165 0.313
F -0.100724 1.905586 -0.566225 1.549 -0.332 1.342
F -1.495944 1.206186 -2.015315 -1.059 -1.071 -0.590
F -0.322994 -0.401604 -0.909615 -0.523 0.203 0.885
F -2.651384 -0.081434 -0.369935 1.156 -0.462 -0.590
C 1.638496 6.335086 -3.486425 0.719 0.621 -0.557
C 1.832656 6.452066 -1.982725 -1.456 0.438 -0.784
O 2.888496 5.638016 -1.599015 0.590 -0.454 0.683
H 1.075946 5.478206 -3.857065 -0.251 0.122 0.288
H 2.643936 6.235386 -3.895385 0.155 -0.127 -0.085
H 1.302186 7.276346 -3.921195 -0.594 -0.131 -0.035
H 0.927136 6.146576 -1.458495 -0.217 0.078 0.116
H 1.986366 7.500446 -1.727025 0.516 -0.098 0.164
H 2.485936 4.768656 -1.660335 0.506 -0.490 0.233
C 3.832116 -6.063314 -1.339305 0.044 0.032 -1.242
C 3.634946 -5.699024 0.119035 -1.277 -1.098 -0.591
O 2.244496 -5.376184 0.463355 1.616 -0.306 -0.011
H 3.823156 -5.232424 -2.044735 -0.023 0.364 0.196
H 3.122666 -6.773514 -1.764055 -0.487 -0.003 0.545
H 4.776086 -6.576734 -1.522075 0.369 0.179 0.386
H 4.404586 -4.987564 0.418365 -0.428 0.388 0.273
H 3.824066 -6.650444 0.616165 -0.072 0.272 0.620
H 1.894786 -4.676584 -0.093305 0.243 0.187 -0.169
C -2.377974 -4.316434 5.198865 0.545 0.673 0.545
C -1.276594 -3.353144 5.684725 0.299 -2.479 -0.575
O -1.409484 -3.229164 7.099315 -0.260 1.099 -0.362
H -2.287054 -4.545844 4.137185 -0.087 0.245 0.006
H -3.325134 -3.831914 5.435985 -0.215 -0.275 -0.242
H -2.288254 -5.252254 5.750485 -0.141 0.033 0.066
H -1.214344 -2.486524 5.026555 -0.354 0.649 0.686
H -0.323994 -3.874404 5.590195 0.271 -0.045 -0.660
H -0.634624 -2.715054 7.337815 -0.064 0.108 0.525
C -0.411264 3.516616 4.988115 0.042 0.318 1.503
C -1.948374 3.707516 4.923565 0.266 -0.482 -1.344
O -2.718694 2.485056 4.803625 0.507 0.743 0.946
H -0.151054 3.159796 5.984645 -0.239 -0.888 0.086
H 0.137566 4.451556 5.101055 -0.365 0.614 -0.765
H 0.138466 2.911646 4.267075 -0.677 -0.041 -0.286
H -2.233014 4.348256 4.088975 0.232 0.047 -0.302
H -2.296934 4.272946 5.787795 0.020 -0.516 0.313
H -2.578494 2.080616 3.944345 0.227 0.168 -0.229
C 3.953366 -1.130244 -6.144195 -0.094 0.912 1.794
C 2.775316 -1.063694 -5.108275 -1.039 -0.294 -2.801
O 1.573416 -0.861064 -5.907255 0.462 -0.061 -0.227
H 4.758586 -1.509954 -5.515285 0.482 -0.157 -0.408
H 4.231346 -0.113364 -6.421305 -0.032 0.025 -0.111
H 3.865246 -1.706134 -7.065425 -0.571 -0.257 0.428
H 2.851026 -0.199644 -4.448135 0.472 -0.415 0.341
H 2.684846 -2.044804 -4.642075 0.130 0.250 0.588
H 0.767866 -0.822764 -5.386475 0.167 0.015 0.430
O -7.562744 -1.060274 -2.316295 -0.069 0.216 -0.095
H -6.874484 -1.425334 -1.760205 0.279 -0.037 0.169
H -8.168474 -1.787894 -2.457355 -0.160 -0.134 -0.059
O -5.746864 2.527796 -2.089085 -0.233 0.257 -0.101
H -4.869724 2.287386 -1.790645 0.425 -0.055 0.162
H -6.209494 1.693826 -2.170905 -0.134 -0.236 -0.034

***

No. 4
59
Properties=species:S:1:pos:R:3:forces:R:3 method="wB97M-V/def2-TZVPD" s2=0.755 orbital_gap_ev="9.086 / 2.688" homo_energy_ev="-11.8 / -11.8" charge=+1 spin_multiplicity=2
C 0.480340 -0.395316 -0.414298 -0.227 -1.960 -3.721
O 0.123110 0.093834 0.641562 -1.369 0.715 3.016
N 1.699360 -0.491816 -0.848058 4.245 0.907 1.035
N -0.252830 -0.961006 -1.373248 -3.265 0.010 0.070
H 2.430140 -0.414546 -0.155168 0.677 0.514 -0.151
H 1.922150 -0.787066 -1.787898 0.016 -0.126 0.536
H 0.208090 -1.267386 -2.218098 -0.302 -0.415 0.241
H -1.258840 -1.028646 -1.314368 0.201 0.077 -0.421
C 3.271810 0.603054 2.350942 1.631 0.275 0.071
O 3.668980 0.310644 1.248282 -0.298 -0.598 -1.650
N 4.065080 0.888594 3.349242 3.581 0.614 2.895
N 2.046070 0.772994 2.757412 -4.970 -0.665 -0.351
H 5.061240 0.995304 3.221302 -0.245 -0.240 -0.097
H 3.727510 0.873014 4.301042 0.276 0.186 -0.326
H 1.760430 1.057864 3.683352 0.368 0.109 -0.422
H 1.339530 0.486994 2.094752 -0.199 0.150 0.086
C 2.214060 4.661764 0.337352 1.460 2.992 -0.552
C 1.974590 3.240164 0.368782 -0.152 -3.250 0.031
O 0.614220 2.895454 0.640312 -0.354 0.969 0.532
O 3.599490 4.905364 -0.071668 -0.469 -1.080 -0.215
H 2.174020 5.187004 1.291622 -0.901 -0.331 0.204
H 1.533560 5.089074 -0.399138 -0.147 0.368 0.134
H 2.615470 2.729594 1.087602 0.219 0.192 0.082
H 2.156290 2.762174 -0.593828 0.714 0.415 -0.296
H 0.575070 1.937754 0.693912 -0.007 -0.089 -0.146
H 3.776780 5.838824 -0.208858 -0.394 0.053 0.094
C -0.859510 -1.150336 4.327792 0.271 -0.958 1.994
C -1.996110 -0.388996 3.595552 0.055 -0.089 -1.828
O -1.433040 0.669314 2.869432 -0.982 0.416 2.996
O -0.678540 -0.748806 5.688302 -0.042 -0.072 -2.197
H 0.056130 -1.359966 3.774842 0.277 0.821 -0.172
H -1.271710 -2.155206 4.419702 -0.827 -0.257 -0.398
H -2.785660 -0.155376 4.309792 0.268 0.670 -0.152
H -2.310620 -1.091306 2.823572 -0.365 -0.333 0.181
H -0.967660 0.339044 2.097462 1.012 -0.597 -2.095
H 0.097170 -1.279776 5.883082 0.648 0.315 0.946
C -4.475630 -0.307436 0.353352 0.605 0.741 0.640
C -3.177020 -0.090276 -0.438688 -0.129 -1.601 -0.204
O -3.125640 -0.906526 -1.637478 -0.108 -0.068 0.163
O -5.464270 0.620974 0.117982 -1.388 1.107 -0.955
H -4.284560 -0.073486 1.400662 0.727 -0.463 0.349
H -4.863480 -1.325306 0.313202 0.482 -0.221 -0.298
H -2.400980 -0.549226 0.173872 0.153 -0.011 0.164
H -2.810130 0.912434 -0.657968 -0.708 0.266 0.182
H -3.482600 -0.492876 -2.426818 -0.104 0.440 0.138
H -6.136410 0.305744 -0.490668 0.044 -0.055 -0.097
C 1.482010 -1.955276 -5.915398 0.541 0.056 1.063
C 1.648260 -1.559546 -4.426608 -0.352 -0.348 -1.141
O 1.178880 -2.519626 -3.473378 0.455 0.245 -0.324
O 0.164760 -2.281086 -6.258888 -0.515 -0.354 0.182
H 2.130590 -2.813286 -6.092198 0.203 0.062 -0.156
H 1.814710 -1.099156 -6.502308 0.160 -0.003 -0.096
H 1.101820 -0.631266 -4.259868 0.262 0.374 0.006
H 2.730530 -1.457496 -4.346678 -0.065 0.283 0.619
H 0.374000 -2.895476 -3.837398 -0.273 -0.202 -0.150
H 0.197050 -3.181396 -6.590548 -0.381 0.031 -0.129
O -3.784810 -3.618986 -0.872138 0.023 -0.255 0.332
H -3.568720 -2.834396 -1.376088 0.161 0.480 -0.183
H -4.624510 -3.909276 -1.228328 -0.197 -0.217 -0.056